The following is a quantum chemistry calculation of a molecular structure, C10H10BN2O5Pt, from OMol25.

```
29
Properties=species:S:1:pos:R:3:forces:R:3:mulliken_charge:R:1
Pt -0.520983 -1.860391 -0.695047 -0.1 0.0 -0.2 1.17
N 1.941116 -2.285073 -0.344361 0.0 0.1 0.0 -0.53
C 2.063586 -2.901287 0.978797 0.0 0.0 0.0 -0.25
C 0.843430 -2.701884 1.887258 -0.1 0.0 0.0 0.39
O 1.000373 -2.855151 3.102248 0.0 0.0 0.0 -0.73
N -0.304843 -2.462159 1.259356 0.1 0.1 0.2 -0.60
C -1.526402 -2.331369 2.026126 0.0 0.0 0.0 -0.38
C -2.765821 -2.392743 1.118961 0.0 -0.1 -0.1 0.48
O -3.869743 -2.426780 1.647974 0.0 0.0 0.0 -0.70
O -2.558050 -2.412703 -0.158979 -0.1 0.0 0.1 -0.79
H 2.542411 -2.716447 -1.032736 0.0 0.0 0.0 0.18
H 2.148016 -1.294018 -0.316530 0.0 0.0 0.0 0.22
H 2.939091 -2.562970 1.537398 0.0 0.0 0.0 0.26
H 2.159484 -3.980635 0.842700 0.0 0.0 0.0 0.26
H -1.559944 -1.383359 2.573909 0.0 0.0 0.0 0.20
H -1.605771 -3.122549 2.774173 0.0 0.0 0.0 0.35
O 0.752868 0.873086 -0.598503 0.0 0.0 -0.1 -0.24
B -0.264131 0.065110 -1.204273 0.1 0.0 0.1 -0.15
O -1.116948 0.933363 -1.929883 0.0 0.0 0.0 -0.46
C -0.670796 2.202639 -1.712608 -0.1 0.0 -0.1 0.71
C -1.203518 3.388720 -2.162697 0.0 0.0 0.0 -0.83
C -0.554706 4.563109 -1.773113 0.0 0.0 0.0 -0.45
C 0.575306 4.528002 -0.966145 0.0 0.0 0.0 -0.47
C 1.105594 3.316769 -0.514907 0.0 0.0 0.0 -0.85
C 0.459825 2.166968 -0.908490 0.1 0.0 0.1 0.63
H -2.090729 3.401700 -2.780949 0.0 0.0 0.0 0.43
H -0.945889 5.517816 -2.100975 0.0 0.0 0.0 0.35
H 1.048814 5.455906 -0.671538 0.0 0.0 0.0 0.35
H 1.978352 3.276342 0.122829 0.0 0.0 0.0 0.43
```
Forces are in eV/Å.

Computed properties:
HOMO-LUMO gap (spin up / spin down), eV: 6.51 / 7.41
F_max, eV Å⁻¹: 0.273
2S+1: 3
HOMO energy (spin up / spin down), eV: -3.88 / -5.09
Net charge: -1

The following is a quantum chemistry calculation of a molecular structure, C10H10BeBrI at a distorted geometry, from OMol25.

```
23
Properties=species:S:1:pos:R:3:forces:R:3:mulliken_charge:R:1
C -1.562176 -1.075170 1.105836 -0.8 1.5 -0.5 -0.70
C -1.928887 -1.379165 2.401871 -0.4 -1.3 0.5 -0.63
C -1.856293 -0.195509 3.228475 0.2 0.7 -0.1 -0.33
H -2.199575 -2.415261 2.705515 0.2 0.9 0.1 0.27
C -1.456220 0.839095 2.380623 0.8 0.2 -1.1 -0.53
C -1.148497 0.295502 1.041237 -2.0 0.3 1.2 0.05
H -1.388322 0.938613 0.191093 0.3 -0.1 -0.2 0.11
H -1.717216 -1.598523 0.170096 0.2 -0.7 0.5 0.38
H -1.990161 -0.052275 4.338101 0.0 -0.5 -1.3 0.29
H -1.357088 1.923190 2.570393 0.1 -0.8 0.3 0.32
Be 0.806725 0.073017 -0.452810 -0.1 -0.5 1.7 0.06
Br 1.117590 -2.113863 0.428856 0.5 -0.8 0.6 -0.66
C 2.253084 0.740953 -1.533824 0.4 -0.8 -2.3 -0.62
C 1.152620 1.521583 -2.025157 0.5 0.0 -0.2 -0.26
C 0.183954 0.642215 -2.574844 0.3 0.2 0.1 -0.41
H 1.130858 2.621027 -2.032098 -0.2 -0.7 0.3 0.33
C 0.653941 -0.690102 -2.444606 0.7 -0.1 -0.5 -0.22
C 1.938089 -0.656415 -1.790205 1.4 1.6 -2.3 -0.42
H 2.730872 -1.439758 -1.770761 -1.4 0.7 0.5 0.39
H 3.265448 1.130780 -1.269711 -1.5 -0.5 0.2 0.45
H -0.729364 0.968282 -3.087258 0.3 -0.3 0.5 0.36
H 0.204035 -1.578672 -2.919151 0.1 0.5 0.8 0.35
I 1.896593 1.500446 1.338320 0.5 0.7 1.0 -0.58
```
Forces are in eV/Å.

Computed properties:
HOMO-LUMO gap, eV: 4.75
F_max, eV Å⁻¹: 3.084
HOMO energy, eV: 0.42
Net charge: -2

The following is a quantum chemistry calculation of a single C10H10Br2O2 molecule at a distorted geometry, from OMol25.

```
24
Properties=species:S:1:pos:R:3:forces:R:3:mulliken_charge:R:1
O 1.768631 2.638861 -1.593707 0.2 -0.2 -0.6 -0.53
O 0.798609 -1.781441 0.665799 0.0 2.1 0.0 -0.55
Br -0.564424 -1.939678 -1.913156 -0.2 -0.6 -0.2 -0.15
Br 0.644937 3.605793 1.068032 0.1 -1.1 -0.3 -0.12
C 1.089390 1.744719 -1.157072 -0.3 2.3 2.0 0.39
C 0.616386 -0.642685 0.215531 0.5 -1.4 3.4 0.57
C 0.264516 -0.475062 -1.117892 -0.4 2.3 -6.0 0.01
C 0.666210 1.831866 0.334399 0.6 -2.2 -0.1 -0.17
C 0.517080 0.656657 -1.901763 -1.3 -3.0 0.8 0.59
C 0.579810 0.629069 1.008573 0.8 2.3 1.2 0.24
C 0.170623 0.857868 -3.357628 -1.3 0.5 0.1 -1.33
C -0.620228 -0.209302 3.054778 0.9 -1.9 0.6 -1.73
C 1.905031 0.533557 3.229048 -0.8 -2.2 3.0 -1.32
C 0.531806 0.636769 2.569099 -0.5 -0.3 -2.3 0.59
H -0.475031 1.765096 -3.565918 0.6 -0.8 0.8 0.29
H -0.372490 0.009622 -3.796620 0.4 0.2 0.3 0.38
H 1.047822 1.068306 -3.924141 0.9 0.0 -0.4 0.32
H -0.513474 -1.261690 2.733109 -0.2 0.4 -0.1 0.34
H -0.558610 -0.280879 4.145311 -0.4 0.3 0.0 0.45
H -1.562407 0.191670 2.702694 -0.2 0.0 0.2 0.38
H 1.840680 1.258038 4.046525 0.6 0.3 -0.3 0.37
H 2.035413 -0.457072 3.917481 -0.2 1.8 -2.2 0.29
H 2.753563 0.715550 2.589766 0.2 -0.1 -0.1 0.36
H 0.136407 1.604615 2.748000 0.2 1.2 0.3 0.32
```
Forces are in eV/Å.

Computed properties:
HOMO-LUMO gap, eV: 7.71
F_max, eV Å⁻¹: 6.463
HOMO energy, eV: -9.50
Net charge: 0
SMILES string: CC1=C(Br)C(=O)C(C(C)C)=C(Br)C1=O

The following is a quantum chemistry calculation of a molecular structure, C10H10BrClPd at a distorted geometry, from OMol25.

```
23
Properties=species:S:1:pos:R:3:forces:R:3:mulliken_charge:R:1
C 0.860268 -1.800423 2.767735 0.1 -1.2 0.6 -0.59
C 0.889082 -2.289729 1.424178 0.3 -2.1 0.1 -0.60
C -0.407441 -2.105655 0.858062 -0.4 -1.3 -0.8 -0.07
H 1.761151 -2.676949 0.912990 -0.2 0.0 0.1 0.45
C -1.227254 -1.407775 1.795380 -1.2 -1.5 1.2 -0.83
C -0.455351 -1.289569 3.018250 -1.0 -2.1 1.2 -0.15
H -0.803523 -0.976809 3.995837 0.1 0.3 -0.6 0.41
H 1.738534 -1.699503 3.408468 -0.5 -0.1 -0.1 0.32
H -0.705029 -2.413372 -0.139484 0.1 0.3 0.1 0.38
H -2.199072 -0.957689 1.591185 0.3 -0.4 0.3 0.29
Pd 0.413104 -0.289780 1.433366 3.0 7.2 -2.3 0.62
Cl -0.773939 1.377176 3.089672 -0.1 1.3 0.0 -0.66
C -0.090095 2.682993 -1.945759 0.0 -0.9 -0.6 -0.52
C -1.324591 2.023650 -2.249017 1.0 -0.3 -0.2 -0.52
C -1.015220 0.774929 -2.872113 0.8 0.5 0.2 -0.49
H -2.317559 2.390583 -2.013262 0.0 0.0 0.0 0.35
C 0.415389 0.664769 -2.957968 -0.7 0.8 0.3 -0.58
C 0.983392 1.837797 -2.376446 -1.2 0.0 -0.3 -0.53
H 2.041341 2.050505 -2.271729 -0.1 -0.1 0.1 0.36
H 0.017290 3.663803 -1.484676 0.0 -0.3 0.0 0.33
H -1.728168 0.022539 -3.207054 0.1 0.1 0.0 0.36
H 0.960782 -0.152079 -3.429257 -0.1 0.1 0.2 0.34
Br 2.966911 0.570589 0.651647 -0.4 -0.2 0.4 -0.67
```
Forces are in eV/Å.

Computed properties:
HOMO-LUMO gap (spin up / spin down), eV: 5.55 / 5.05
F_max, eV Å⁻¹: 8.140
Relative energy (zero: lowest compared OMol25 entry of this formula, charge and spin), kcal/mol: 0.0
2S+1: 3
HOMO energy (spin up / spin down), eV: 0.19 / 0.19
Net charge: -2

no.,DFT total energy (eV)
1,-27676.4431
2,-89076.1691
3,-154709.9086
4,-96574.4366